# 1
Here is a cluster of 3 separate species, C20H42N5O7PS3 in total in a non-equilibrium geometry from OMol25. Energies are from ωB97M-V/def2-TZVPD.

LUMO level	-0.10	eV
frontier orbital gap	9.005	eV
HOMO level	-9.10	eV

Cartesian coordinates (Å):
S -0.5652 -2.8871 0.1115
S -3.2325 1.3945 3.4532
S 2.7592 3.7575 2.8830
P 1.1349 2.8104 2.3655
O 2.6795 0.5723 1.1762
O -7.1491 -0.1212 0.4432
O 3.9010 -0.4172 2.5951
O 6.5279 -4.3817 -1.6002
O 0.4298 -2.3642 1.0099
O -0.0870 -3.6559 -0.9943
O -1.6156 -3.7791 0.9282
N 1.5479 5.3087 -0.2165
N 1.6789 2.7486 -2.8322
N -4.3939 0.6385 0.0945
N 6.6693 -1.4916 -1.5999
N 3.9679 0.2533 1.6470
C 1.1667 4.2807 0.1249
C 1.3556 1.8550 -0.3889
C -1.6076 -1.5475 -0.4416
C -2.6537 2.5983 2.2153
C -0.8729 3.0124 0.4171
C 5.4153 -3.6082 -1.1947
C -1.0979 -0.9441 -1.7623
C 0.5424 0.5450 -0.5196
C -5.6800 1.9658 -1.4931
C 0.6745 2.9528 0.5449
C -1.6644 1.9577 1.2239
C 1.5768 2.4496 -1.7277
C 2.7798 1.4974 0.0979
C -8.0933 0.9349 0.4363
C -6.4965 -0.3628 -0.7856
C 6.3480 -2.1728 0.7165
C 7.2239 -5.0361 -0.5564
C -5.2968 0.5540 -1.0612
C 5.7624 -2.1992 -0.6915
C -0.5153 0.4839 -1.6210
H -2.2175 3.4665 2.7079
H 3.2879 1.0156 -0.7436
H -3.5442 2.9195 1.6787
H -7.2150 -0.3317 -1.6148
H 4.8208 -1.6397 -0.6629
H 8.0027 -4.3978 -0.1323
H 3.3633 2.3809 0.3584
H -4.9560 0.8863 0.9063
H -7.6227 1.8944 0.6637
H 7.4733 -2.0918 -1.7633
H 1.1806 1.4517 2.7097
H -1.3622 1.1533 -1.4650
H 7.7053 -5.9154 -0.9839
H -0.0835 0.7255 -2.5913
H 6.3119 -1.1610 1.1184
H -1.1403 3.0121 -0.6385
H -1.0402 1.2180 1.7247
H -4.8188 2.4731 -1.9297
H -8.8236 0.7258 1.2168
H 7.3913 -2.4872 0.7368
H 0.1305 0.2765 0.4477
H -6.1288 -1.3907 -0.7196
H -1.7012 -0.8237 0.3647
H -0.3858 -1.5979 -2.2624
H -4.7385 0.1017 -1.8879
H -4.0610 -0.2974 0.3133
H 1.2639 -0.2461 -0.7408
H 4.8205 -4.1568 -0.4526
H -8.6147 1.0002 -0.5228
H 6.5443 -5.3603 0.2370
H -1.1901 -3.9697 1.7800
H 0.0279 3.3575 3.0401
H -1.1750 3.9989 0.7799
H -1.9593 -0.8659 -2.4271
H -2.2889 1.4026 0.5138
H -6.4731 1.9485 -2.2421
H 4.7944 -3.5050 -2.0887
H -2.0970 0.8644 3.9427
H 6.2314 -1.4056 -2.5129
H 5.7828 -2.8206 1.3901
H -2.5975 -1.9833 -0.5937
H -6.0178 2.5719 -0.6524

Atomic forces in eV per Å
0.85 0.18 -0.23
-0.66 -0.04 0.04
-0.25 -0.33 -0.16
1.20 0.79 0.68
-0.26 0.25 0.10
-0.03 0.08 -0.06
-0.04 0.11 -0.22
-0.01 -0.03 0.11
-0.47 -0.12 0.31
-0.53 0.08 -0.05
0.37 0.35 0.14
-0.13 -0.06 0.00
0.11 0.13 0.21
-0.15 -0.26 -0.15
-0.14 -0.09 -0.11
0.26 -0.13 0.30
0.22 -0.22 0.26
0.32 0.37 0.56
-0.34 -0.51 -0.51
0.90 -0.56 0.15
-0.03 0.09 0.49
-0.17 0.07 -0.11
-0.12 0.73 0.08
0.13 -0.04 -0.60
0.05 0.04 -0.11
-0.30 0.05 -0.43
-0.60 0.23 -0.62
-0.49 -0.48 -0.17
0.29 -0.14 -0.84
0.02 -0.06 0.15
0.09 -0.17 -0.04
-0.09 0.05 0.13
0.08 -0.01 -0.15
-0.11 0.23 0.09
0.26 -0.08 0.06
-0.36 -0.72 0.01
-0.05 0.01 0.07
-0.01 -0.06 0.08
-0.11 0.00 0.08
0.01 0.09 -0.02
-0.05 -0.04 -0.04
-0.04 -0.01 0.11
-0.14 0.04 0.26
0.02 0.03 0.01
-0.04 0.05 -0.09
0.04 0.05 0.06
-0.54 0.03 -0.22
0.16 0.13 0.12
-0.03 0.01 -0.03
0.09 0.20 0.06
0.04 0.01 -0.04
0.05 -0.08 -0.04
0.13 0.22 0.16
0.01 -0.01 0.04
0.01 -0.04 -0.01
0.00 -0.04 -0.08
0.08 0.05 0.06
-0.01 0.00 0.05
0.15 -0.06 0.11
0.04 -0.13 0.17
-0.02 -0.07 0.01
0.02 0.04 0.05
0.04 0.01 0.04
0.04 0.03 0.07
0.03 0.02 -0.03
-0.01 0.03 0.03
-0.16 -0.08 0.05
-0.25 -0.33 -0.32
0.08 0.01 -0.02
0.06 -0.08 -0.08
0.18 -0.08 0.26
-0.01 0.00 0.01
0.04 -0.02 -0.03
0.17 0.37 -0.32
-0.01 0.08 0.03
0.01 0.00 0.00
0.10 -0.13 0.03
-0.03 -0.05 0.04

Here are the Löwdin charges for atoms 1 to 4, given in e: number 1, S, carries 0.598; number 2, S, carries 0.706; number 3, S, carries 0.189; number 4, P, carries 0.462

***

# 2
Here is a structure of composition C20H42OP2SiTc in a non-equilibrium geometry from OMol25. Energies are from ωB97M-V/def2-TZVPD.

spin multiplicity	4
LUMO level (alpha / beta)	0.43 / -0.94	eV
⟨S²⟩	3.77
frontier orbital gap (alpha / beta)	6.326 / 6.698	eV
HOMO level (alpha / beta)	-5.89 / -7.63	eV

Cartesian coordinates (Å):
Tc -0.4210 0.1677 -0.4946
P -0.6845 -2.1093 -0.7732
P 0.1685 2.6016 -0.5954
Si -2.5534 0.7594 -1.3158
O 1.0480 0.5062 -2.3604
C -0.8310 -0.0257 1.4108
C 2.6517 -1.1125 -3.0989
C -1.9878 -2.8696 0.2639
C -0.0845 3.4211 -2.2208
C 0.6680 -3.0688 5.2175
C -0.7486 3.7168 0.5429
C -1.2376 1.3205 3.4091
C 1.9249 3.0799 -0.3328
C -0.1871 0.4285 2.7382
C 0.7730 -3.1946 -0.5223
C -1.1841 -2.5837 -2.4735
C 0.5580 -3.1959 3.8309
C 0.3394 -2.0598 3.0433
C 1.6001 0.5958 -4.7595
C 2.0903 0.2999 -3.2990
C 0.5684 -1.7971 5.8027
C 1.1303 1.1756 2.5894
C 0.3285 -0.6695 5.0053
C -2.6100 0.8942 -3.2368
C 0.1378 -0.8068 3.6165
H -1.5242 2.1423 2.7477
H 3.5609 -1.1641 -3.6970
H 0.6726 -1.6856 6.8857
H 0.2854 0.3216 5.4696
H 2.3022 2.6974 0.6176
H -1.7826 -0.5200 1.7375
H 2.5381 2.6494 -1.1306
H 0.3084 -2.1486 1.9536
H 0.6381 -4.1720 3.3494
H -3.1527 2.0631 -0.9180
H 1.9582 -1.8957 -3.4377
H 2.0526 4.1698 -0.3472
H -2.1393 0.7402 3.6244
H 2.4350 1.0838 -5.2849
H 1.0103 2.1658 2.1414
H 2.9569 -1.3453 -2.0702
H -1.7362 -2.7509 1.3234
H -2.0870 -2.0428 -2.7727
H 1.1811 -3.0848 0.4854
H -1.1209 3.3099 -2.5466
H -0.5625 4.7712 0.2990
H -0.8921 1.7661 4.3463
H -3.6103 -0.2563 -1.0483
H 0.1557 4.4898 -2.1583
H 1.3777 -0.2826 -5.3878
H 0.8463 -3.9499 5.8352
H 1.8419 0.5964 1.9907
H -2.2789 -0.0370 -3.7176
H 1.5859 1.3367 3.5790
H 3.0068 0.9091 -3.3462
H -0.4608 3.5550 1.5860
H 0.4973 -4.2467 -0.6665
H -1.9802 1.6959 -3.6476
H 0.5721 2.9551 -2.9622
H -2.9398 -2.3660 0.0670
H 1.5493 -2.9240 -1.2468
H -1.3781 -3.6624 -2.5155
H -0.3743 -2.3369 -3.1699
H -1.8218 3.5227 0.4524
H -3.6392 1.0866 -3.5866
H 0.7715 1.3069 -4.8487
H -2.0809 -3.9373 0.0281

Atomic forces in eV per Å
2.81 1.58 0.24
-0.57 -1.60 -0.39
0.29 0.58 -0.17
-1.18 0.44 -1.67
0.09 0.56 0.44
0.10 -0.45 0.21
0.23 -0.12 -0.73
0.10 -0.19 -0.04
-0.09 -0.05 -0.02
-0.09 0.23 -0.14
0.04 0.29 -0.06
-0.22 0.12 0.28
0.19 -0.07 0.13
0.03 -0.21 -0.29
0.07 -0.01 0.03
0.07 -0.17 0.06
0.12 0.33 0.16
-0.21 -0.32 0.04
0.60 -0.30 -0.57
-1.62 -1.06 0.10
0.04 0.05 -0.34
0.42 0.34 0.12
-0.19 -0.41 -0.05
-0.11 -0.08 -0.19
0.08 0.23 0.16
0.05 -0.15 0.02
0.16 -0.44 -0.21
0.01 -0.02 -0.39
-0.10 -0.43 -0.14
-0.05 0.06 -0.13
0.48 0.16 -0.59
-0.24 -0.05 0.05
-0.13 0.09 0.56
0.08 0.24 0.18
0.05 0.04 0.33
0.06 0.19 0.03
-0.17 -0.16 -0.01
0.05 0.07 0.03
-0.11 -0.09 -0.04
-0.09 -0.21 0.00
-0.25 0.47 -0.09
-0.07 -0.05 -0.24
0.14 -0.08 0.10
-0.02 0.04 -0.19
0.10 0.04 0.04
0.00 -0.21 0.01
0.06 -0.07 -0.04
-0.09 -0.09 0.23
-0.06 -0.18 0.15
-0.23 0.03 0.48
-0.09 0.26 -0.14
-0.08 0.08 0.00
-0.02 0.22 0.12
-0.12 -0.06 -0.25
-0.23 0.82 1.57
0.00 -0.03 -0.24
-0.04 0.20 -0.04
-0.08 -0.26 0.24
-0.18 -0.08 0.24
0.15 -0.06 0.02
-0.19 -0.02 0.16
0.02 0.16 -0.03
-0.17 0.06 0.15
0.15 -0.01 -0.02
0.27 -0.07 0.23
-0.01 -0.27 0.50
-0.02 0.19 0.04

Here are the Löwdin charges for atoms 1 to 4, given in e: number 1, Tc, carries 0.765; number 2, P, carries 0.676; number 3, P, carries 0.735; number 4, Si, carries 0.406

***

# 3
Here is a structure of composition C20H43Br2N3NbO3 in a non-equilibrium geometry from OMol25. Energies are from ωB97M-V/def2-TZVPD.

total charge	-1
LUMO level	2.15	eV
frontier orbital gap	7.276	eV
HOMO level	-5.13	eV

Cartesian coordinates (Å):
Nb 1.2169 1.9730 0.2352
Br -3.5495 3.4620 -0.8432
Br -1.2930 1.3589 -2.2438
O 4.2387 -6.0292 4.6299
O 1.8960 1.1204 -1.4804
O -4.8336 0.3035 -4.6181
N 3.6492 -4.1143 2.5621
N -5.9906 1.0303 -2.0911
N 2.8138 5.5532 -1.9386
C -0.7939 2.5951 -0.7897
C 1.9231 5.0753 0.6705
C 2.7418 -1.5585 0.5390
C -5.5664 -0.5972 -5.4192
C 2.3994 4.3431 -1.5539
C 3.0668 -6.1694 3.8474
C 4.0231 -5.6078 5.9628
C -6.4689 1.6548 -3.3236
C -2.3195 1.5823 0.9825
C 4.1230 -1.2032 1.1489
C -7.8175 1.0478 -3.7012
C -1.9360 2.8336 0.1853
C 2.5982 -1.2165 -0.9459
C 2.9897 0.1952 -1.3686
C -5.4251 1.5787 -4.4497
C 2.7530 6.4878 -1.0080
C 1.9417 4.0841 -0.2819
C 1.8390 -3.9452 4.1725
C 2.3480 6.3241 0.2827
C 2.5677 -4.8675 3.2011
H -2.0312 0.7112 0.4067
H 4.0034 -0.3702 1.8334
H -4.6017 2.2485 -4.1895
H 3.1003 -6.0266 6.3750
H 1.1032 -4.4974 4.7618
H 1.3106 -3.1658 3.6238
H -8.1477 1.3998 -4.6820
H -5.6804 0.0912 -2.3268
H -7.7869 -0.0418 -3.7207
H 4.8055 -0.9753 0.3330
H 3.3367 -6.8618 3.0450
H -1.7689 1.5902 1.9183
H 3.2831 -1.8940 -1.4661
H 4.8629 -5.9624 6.5610
H -6.2939 -1.1565 -4.8239
H 4.4680 -2.0684 1.7156
H 1.9651 -1.1196 1.1596
H 0.3976 0.4344 0.7672
H 4.0808 -4.6978 1.8492
H 2.2720 -6.6541 4.4301
H 1.5725 4.8876 1.6715
H 3.9991 -4.5180 6.0338
H -5.8393 1.9374 -5.4029
H -6.6378 2.7161 -3.1154
H 0.6139 2.6676 1.8223
H 1.6028 -1.4795 -1.2992
H -1.6485 3.6602 0.8228
H 2.3366 7.1576 0.9688
H 3.4485 0.1129 -2.3608
H 3.0582 7.4896 -1.3068
H 1.8517 -5.1504 2.4232
H 3.7551 0.6425 -0.7401
H -5.1378 1.5082 -1.8062
H 4.3846 -3.9927 3.2544
H 2.4085 3.5483 -2.2879
H -3.3927 1.5801 1.1433
H -4.8606 -1.3140 -5.8405
H -8.5753 1.3348 -2.9713
H -0.6115 3.5433 -1.2880
H 2.5235 -3.4461 4.8585
H 2.6392 -2.6399 0.6347
H 2.7720 1.5620 1.0942
H -6.0762 -0.0858 -6.2424

Atomic forces in eV per Å
1.03 -0.64 -4.14
-0.26 0.45 0.24
0.10 0.02 0.23
-0.14 -0.07 0.14
-0.02 0.23 2.81
-0.14 0.00 -0.21
0.07 -0.53 0.10
0.13 0.09 -0.13
0.00 -0.40 -0.39
-0.51 0.47 0.91
0.14 0.63 -0.06
0.42 -0.18 0.32
0.17 -0.10 0.16
0.15 0.51 -0.28
-0.03 -0.12 -0.31
0.23 0.06 -0.06
-0.08 -0.37 -0.06
-0.24 0.70 -0.34
-0.86 -0.43 -0.29
-0.15 0.13 -0.04
0.64 -1.18 -0.78
0.42 -0.12 0.44
0.00 0.17 -1.20
0.16 0.33 0.13
0.62 1.40 -0.76
-1.26 -2.22 1.33
-0.19 0.03 -0.02
-0.30 0.09 1.01
0.09 0.20 0.28
-0.07 -0.22 0.02
0.33 0.29 -0.11
0.05 -0.09 0.05
-0.05 0.04 -0.03
0.03 0.00 0.02
0.06 0.01 -0.03
0.01 -0.03 -0.01
-0.04 -0.02 0.03
0.07 0.00 0.00
0.37 0.16 0.22
0.07 0.02 0.02
-0.01 -0.12 0.10
0.06 -0.01 -0.11
0.00 -0.04 -0.04
-0.11 0.02 -0.11
0.19 0.20 -0.09
-0.19 0.12 -0.15
-0.48 0.30 0.49
-0.06 0.09 -0.10
-0.02 0.09 0.06
-0.06 -0.05 0.15
-0.13 0.00 0.08
-0.08 -0.08 0.00
0.10 0.03 -0.04
0.15 -0.17 0.10
-0.16 0.26 -0.10
-0.20 0.24 0.02
0.07 0.20 0.02
-0.14 0.11 -0.14
0.07 -0.07 -0.18
0.04 -0.08 -0.02
0.09 -0.25 0.26
-0.06 0.01 0.19
-0.03 0.11 0.02
0.10 0.04 -0.22
-0.06 -0.15 0.31
0.03 0.04 0.01
0.04 -0.02 0.04
0.15 -0.05 -0.28
0.05 -0.04 -0.01
-0.24 -0.08 -0.02
-0.06 0.06 0.51
-0.06 0.02 0.03

Here are the Löwdin charges for atoms 1 to 4, given in e: number 1, Nb, carries 1.453; number 2, Br, carries 0.563; number 3, Br, carries 0.535; number 4, O, carries -0.192

***

Number 1: calculated total energy -3123.4542 hartree. Number 2: calculated total energy -1915.3602 hartree. Number 3: calculated total energy -6382.6677 hartree.